ORCA calculation (ωB97M-V/def2-TZVPD) on C4H10OS2 in the gas phase.

Kohn-Sham gap, eV: 8.06
SMILES string: CSSCCCO

XYZ file:
```
17
C4H10OS2 | the OMol25 dataset | ωB97M-V/def2-TZVPD
C -1.2676 2.3902 -1.8560
S -1.4075 0.7688 -1.1913
S 0.9632 0.5722 -0.9436
C 0.7221 0.4234 0.8374
C -0.0711 -0.8079 1.4238
C 0.1833 -2.0163 0.5302
O 1.5500 -2.5199 0.7721
H -2.0814 2.9333 -1.4048
H -0.2511 2.6941 -2.0047
H -1.5619 2.3100 -2.9426
H 1.7884 0.2956 1.2169
H 0.2184 1.3091 1.2422
H -1.1642 -0.6630 1.4467
H 0.2938 -0.9457 2.4656
H -0.4670 -2.8690 0.7214
H 0.3771 -1.7547 -0.4731
H 2.1755 -2.1201 0.1598
```